C30H84N4O11 | the ωB97M-V functional and the def2-TZVPD basis

The geometry in ORCA input format:
```
! wB97M-V def2-TZVPD RIJCOSX def2/J DEFGRID3
* xyz 0 1
H 8.8183 11.6931 -1.1968
H 5.2801 2.4419 -2.2974
H 10.7713 2.3076 -3.2139
H 9.6646 0.5696 -4.6752
H 5.5304 2.0299 2.1273
H -0.8746 2.1262 0.6989
C 10.7295 0.5200 -4.4268
H 11.0445 4.7741 0.7357
H 8.1408 7.2013 -2.6500
H 6.9985 6.4648 -1.5170
C 1.9835 6.0016 -2.2136
H 0.3978 7.4115 -2.3398
C 8.0125 11.2154 -1.7525
C 6.7068 5.8255 -3.5074
C 12.3802 6.4884 0.9807
C 5.7419 -5.0599 -2.9646
C 5.7871 -0.7013 -4.4299
C 5.3872 1.5094 3.9729
H 5.9214 10.5039 1.3855
C 6.3280 1.8897 -0.5407
H 7.4207 4.9965 -3.5401
C 8.7127 -2.9655 -2.5181
H 7.4305 5.4626 0.8662
H 4.8204 -1.8460 -3.2633
O 10.3865 2.2046 2.6926
H 5.6922 11.3775 -0.8010
H 5.6892 0.4794 3.7364
O 4.8773 2.1636 2.8215
H 12.7534 4.3803 0.5504
C 7.6264 4.6386 1.5552
H 6.3077 4.0596 -0.6844
C -1.1128 5.4205 -1.6260
H 6.4303 7.7357 -2.6624
H 12.0941 4.6906 2.1179
H 4.9429 0.3960 -6.1195
C 5.6361 9.7739 0.6161
H 11.3128 0.9883 -5.2228
H 5.7234 5.4280 -3.2416
H 4.5658 1.4111 4.6844
C 0.8894 6.8212 -1.5640
H 5.9578 -1.5198 -5.1349
H 4.5357 1.0702 -4.4595
H 11.4872 2.3633 0.3984
H 0.3908 5.3700 -0.2199
H -1.9240 6.1534 -1.7449
H 7.4294 8.5262 0.9467
H 7.8656 3.3843 -0.7377
H 9.6280 -3.0872 -0.6174
N 4.1952 9.4606 0.6025
H 10.2902 0.8054 -2.3442
O -0.9140 3.0896 -1.1412
C 6.3436 8.4626 0.9042
H 11.4727 0.7324 -0.1432
H -2.3583 1.8523 -0.2759
H 6.0581 8.0405 1.8780
C -1.2736 2.0136 -0.3161
H 2.6534 6.5538 -2.8810
H 3.9460 9.0447 1.4935
H 6.1879 3.1609 5.0988
H -0.8068 5.1609 -2.6494
C 3.4411 4.2155 -1.7075
N 5.9834 1.8009 -1.9540
C 7.3072 0.7753 -0.2449
O 5.3878 -1.0821 -3.1205
H 7.9269 -1.2582 -3.3867
H 7.6230 -4.2849 -1.2184
O 12.4496 6.9306 -0.3673
H 8.2558 0.8767 -0.7712
O 7.4347 10.2312 -0.9084
H 9.3674 -3.7240 -2.9616
H 4.1924 4.0106 -0.9433
H 3.6923 10.3444 0.5642
O 11.1381 -0.8463 -4.3382
H 11.9539 1.0638 -2.7079
H 8.8727 -1.4993 -0.9270
H 2.6940 3.4176 -1.7884
C 9.4544 -2.3139 -1.3642
H 6.6841 -0.0824 -4.4222
H 7.1987 4.8716 2.5319
C 10.8971 1.0653 1.9775
H 10.3733 -1.8885 -1.7643
H 6.9530 5.7163 -5.4548
H 1.3587 7.5197 -0.8616
H 5.4921 9.8043 -1.5168
O 7.0109 -4.4685 -3.1907
H 6.9020 -0.2024 -0.5303
H 8.3737 10.7303 -2.6621
H 10.3226 -1.3700 -4.3676
H 6.6621 -2.9231 -1.8575
H 9.9329 1.6538 0.1543
H 7.0640 1.6059 5.3419
H 7.2735 2.6235 3.9020
H -1.8689 4.4234 0.1166
C 10.9356 1.4238 0.5076
H 8.0792 -2.5939 -4.3670
H 8.7037 4.5088 1.7136
N 8.5220 -2.0341 -3.6464
H 5.7582 -5.6729 -2.0615
O 2.6956 5.3096 -1.2063
H 3.7356 -0.3117 -5.1025
C 6.0458 10.3388 -0.7276
H 11.6527 7.0710 1.5579
C 6.8967 3.2491 -0.2211
H 7.5058 0.6621 0.8264
C 7.4357 -3.6626 -2.1060
H 11.8539 0.8226 2.4275
O 7.0044 3.4264 1.1698
C 7.1059 6.8948 -2.5134
H 13.3540 6.6280 1.4720
H 5.6783 0.8559 -2.1515
H 1.4770 5.2355 -2.8342
H 12.5868 7.8811 -0.3286
H -0.8737 1.0753 -0.7070
C 10.9508 1.2380 -3.1023
C 6.5467 2.2417 4.6255
H 5.5260 -5.6838 -3.8294
H 6.0127 7.6765 0.2221
H 4.9865 -4.2659 -2.9293
C 4.7129 0.1877 -5.0744
C 12.0506 5.0275 1.0794
H 4.0357 4.2812 -2.6275
N -0.0672 6.0290 -0.8345
H -2.7258 4.0927 -1.4202
O 6.6717 6.3905 -4.8311
H 7.2959 11.9754 -2.0724
H 9.5528 2.4904 2.3053
H 5.4329 1.7173 0.0790
C -1.7394 4.2156 -0.9529
H 10.1858 0.2477 2.1456
*
```

As for the gap between HOMO and LUMO: 8.75 eV. Its SMILES is COC[C@H](C)N.COC[C@H](C)N.COC[C@H](C)N.COCCNCCOC.CCO.CCO.CCO.CCO.CCO.CCO. The value obtained for the HOMO energy is -8.402 eV. For the maximum force, the calculation gives 2.10 eV Å⁻¹. Its total energy is -2239.8827 hartree. Its lowest unoccupied orbital energy is 0.35 eV.